[1]
{"formula": "C26H33N3O5", "method": "ωB97M-V/def2-TZVPD", "e_lumo_ha": 0.0242, "charge": 0, "gap_ev": 8.470, "homo_energy_ev": -7.81, "smiles": "COc1cccc(NC(=O)N(CCCN2CCOCC2)[C@H](C)c2cc3cccc(OC)c3o2)c1", "relative_energy_kj_mol": 221.31, "elements": ["O", "O", "O", "O", "O", "N", "N", "N", "C", "C", "C", "C", "C", "C", "C", "C", "C", "C", "C", "C", "C", "C", "C", "C", "C", "C", "C", "C", "C", "C", "C", "C", "C", "C", "H", "H", "H", "H", "H", "H", "H", "H", "H", "H", "H", "H", "H", "H", "H", "H", "H", "H", "H", "H", "H", "H", "H", "H", "H", "H", "H", "H", "H", "H", "H", "H", "H"], "positions_angstrom": [[5.674, -1.196, -0.627], [3.286, 0.325, -0.981], [0.522, -0.931, -0.949], [-1.719, -5.059, 0.238], [-2.927, 1.195, 3.005], [-2.704, 2.106, 0.305], [-1.683, -0.304, -0.828], [-0.083, 1.160, -1.590], [4.868, 0.075, 2.766], [1.792, 0.764, -3.171], [-3.709, -3.848, 0.048], [3.918, 0.151, 0.199], [-3.990, 2.022, 0.987], [6.825, -1.968, -0.393], [1.319, 1.461, -1.893], [5.088, -0.580, 0.437], [-2.318, -1.508, -0.524], [-0.357, -0.108, -1.112], [3.239, 0.833, 1.223], [-0.314, -5.131, 0.193], [-1.657, 2.346, 1.291], [-1.680, 1.250, 2.356], [-2.740, 3.133, -0.727], [3.722, 0.795, 2.532], [-1.057, 1.962, -2.306], [5.544, -0.601, 1.746], [2.203, 1.094, -0.736], [-1.468, 3.249, -1.569], [-3.711, -1.507, -0.484], [-1.621, -2.689, -0.286], [2.128, 1.448, 0.576], [-2.314, -3.858, -0.005], [-3.946, 0.941, 2.069], [-4.393, -2.674, -0.193], [-1.661, 4.027, -2.310], [6.625, -2.788, 0.305], [-5.472, -2.668, -0.159], [2.812, 1.059, -3.398], [5.272, 0.021, 3.766], [-0.938, 1.458, 3.129], [-2.948, 4.124, -0.284], [-4.253, -0.596, -0.695], [-0.613, 2.246, -3.266], [-0.633, 3.589, -0.955], [1.151, 1.027, -4.010], [-3.576, 2.888, -1.391], [-0.547, -2.665, -0.329], [7.648, -1.357, -0.008], [6.438, -1.148, 2.000], [-4.227, -4.765, 0.275], [1.384, 2.060, 1.042], [-2.238, 0.536, -0.651], [1.369, 2.551, -2.026], [-4.247, 2.987, 1.457], [-4.766, 1.777, 0.257], [0.146, -4.486, 0.948], [3.208, 1.313, 3.326], [0.071, -4.857, -0.794], [1.764, -0.311, -3.020], [-1.793, 3.328, 1.776], [-0.066, -6.170, 0.404], [-1.940, 1.361, -2.528], [-0.692, 2.322, 0.787], [-4.884, 0.931, 2.627], [-3.788, -0.044, 1.604], [7.104, -2.380, -1.362], [-1.454, 0.281, 1.888]], "lowdin_charge": [-0.058, 0.121, 0.090, -0.081, -0.120, -0.197, 0.142, -0.014, -0.093, -0.014, -0.021, -0.122, -0.159, -0.089, -0.244, -0.196, -0.220, -0.473, -0.146, -0.085, -0.151, -0.179, -0.201, -0.039, -0.145, -0.029, -0.216, -0.148, -0.064, 0.052, 0.057, -0.268, -0.184, -0.085, 0.114, 0.097, 0.104, 0.088, 0.101, 0.130, 0.126, 0.102, 0.117, 0.106, 0.077, 0.124, 0.090, 0.096, 0.099, 0.112, 0.104, 0.095, 0.156, 0.131, 0.122, 0.098, 0.106, 0.098, 0.086, 0.139, 0.091, 0.130, 0.087, 0.130, 0.106, 0.093, 0.126]}

---

[2]
{"formula": "C26H33N5O2PSn", "method": "ωB97M-V/def2-TZVPD", "e_lumo_ha": -0.4178, "charge": 3, "gap_ev": 5.978, "homo_energy_ev": -17.35, "elements": ["Sn", "P", "O", "O", "N", "N", "N", "N", "N", "C", "C", "C", "C", "C", "C", "C", "C", "C", "C", "C", "C", "C", "C", "C", "C", "C", "C", "C", "C", "C", "C", "C", "C", "C", "C", "H", "H", "H", "H", "H", "H", "H", "H", "H", "H", "H", "H", "H", "H", "H", "H", "H", "H", "H", "H", "H", "H", "H", "H", "H", "H", "H", "H", "H", "H", "H", "H", "H"], "positions_angstrom": [[-0.036, 0.438, -0.191], [-0.288, 2.037, -2.691], [-2.972, 1.903, 2.200], [0.490, -0.861, 1.231], [-2.002, -0.565, -0.153], [0.996, -1.595, 3.297], [-1.215, 1.830, 0.718], [1.747, -2.760, 1.427], [1.469, 1.840, 0.685], [-4.069, -0.456, 1.019], [-3.584, -2.310, -0.427], [3.612, 2.391, 1.549], [-0.651, 0.701, -3.798], [1.621, -2.546, 4.234], [-1.926, 0.122, -3.773], [3.037, 3.417, 2.293], [-2.361, -1.734, -0.705], [-0.588, 3.035, 1.227], [-0.049, -0.685, -5.670], [-2.361, 1.373, 1.309], [1.089, -1.743, 1.983], [0.901, 2.830, 1.395], [1.190, 2.912, -3.201], [0.299, 0.272, -4.730], [2.795, 1.617, 0.759], [-4.450, -1.663, 0.445], [-1.325, -1.233, -5.662], [-2.834, 0.067, 0.699], [1.673, 3.638, 2.215], [0.321, -0.459, 3.922], [-1.698, 3.136, -2.567], [2.474, -3.738, 2.259], [1.906, -2.893, -0.014], [-2.262, -0.834, -4.713], [1.768, -3.903, 3.586], [1.009, 0.024, 4.615], [3.189, 0.804, 0.162], [-3.847, -3.254, -0.882], [2.591, -2.146, 4.542], [-1.898, 3.477, -3.589], [2.343, -4.563, 4.235], [2.080, 2.292, -3.108], [2.503, -4.675, 1.707], [-1.051, 3.339, 2.167], [0.987, -2.593, 5.118], [2.874, -2.509, -0.343], [-4.701, 0.091, 1.705], [-5.414, -2.096, 0.677], [-3.256, -1.260, -4.724], [0.788, -4.358, 3.434], [3.504, -3.400, 2.395], [-2.575, 2.626, -2.174], [4.674, 2.194, 1.587], [-0.733, 3.865, 0.526], [1.051, 3.207, -4.245], [1.849, -3.947, -0.276], [3.652, 4.037, 2.932], [0.000, 0.261, 3.177], [1.111, -2.374, -0.544], [-1.592, -1.979, -6.399], [-0.548, -0.807, 4.481], [-2.661, 0.432, -3.038], [0.669, -0.992, -6.418], [1.199, 4.428, 2.783], [1.311, 3.809, -2.593], [-1.654, -2.199, -1.382], [1.295, 0.696, -4.749], [-1.462, 3.992, -1.936]], "lowdin_charge": [1.334, 0.960, 0.144, -0.168, -0.030, -0.043, -0.129, -0.051, -0.044, 0.060, 0.004, -0.006, -0.427, -0.109, -0.106, 0.019, -0.091, -0.124, -0.029, -0.472, -0.380, -0.233, -0.196, -0.070, -0.098, 0.031, -0.017, -0.162, 0.034, 0.021, -0.177, -0.107, 0.001, -0.040, -0.126, 0.112, 0.123, 0.133, 0.145, 0.098, 0.140, 0.067, 0.135, 0.143, 0.140, 0.110, 0.146, 0.140, 0.125, 0.135, 0.145, 0.064, 0.131, 0.135, 0.092, 0.109, 0.138, 0.072, 0.057, 0.130, 0.114, 0.102, 0.129, 0.143, 0.071, 0.126, 0.108, 0.066]}

---

[3]
{"formula": "C26H33N5O6V", "method": "ωB97M-V/def2-TZVPD", "e_lumo_ha": [-0.4534, -0.4557], "charge": 3, "gap_ev": [4.054, 3.991], "homo_energy_ev": [-16.39, -16.39], "relative_energy_kj_mol": 179.56, "elements": ["V", "O", "O", "O", "O", "O", "O", "N", "N", "N", "N", "N", "C", "C", "C", "C", "C", "C", "C", "C", "C", "C", "C", "C", "C", "C", "C", "C", "C", "C", "C", "C", "C", "C", "C", "C", "C", "C", "H", "H", "H", "H", "H", "H", "H", "H", "H", "H", "H", "H", "H", "H", "H", "H", "H", "H", "H", "H", "H", "H", "H", "H", "H", "H", "H", "H", "H", "H", "H", "H", "H"], "positions_angstrom": [[0.677, -0.222, 0.348], [4.239, -0.974, 1.371], [0.830, -2.212, 0.084], [-4.423, -2.395, -0.834], [-0.944, -0.328, 0.352], [2.325, -0.277, 0.410], [-1.763, -1.990, -0.775], [-1.126, 1.856, -1.393], [0.933, -4.245, -0.933], [0.962, -0.287, 2.356], [0.724, 1.664, 0.019], [-0.136, 3.783, -0.605], [1.807, 2.399, 0.661], [2.090, -4.844, -0.280], [3.362, -4.208, -0.897], [3.205, -3.727, -2.350], [0.443, -0.311, 4.672], [2.722, -0.528, 3.966], [0.064, -0.239, 3.334], [-4.487, -1.248, -0.213], [2.259, -0.460, 2.663], [-2.250, 2.535, -2.029], [0.840, -2.906, -0.944], [-3.335, -0.529, 0.245], [-3.513, 0.670, 0.956], [-2.011, -1.015, -0.068], [-1.891, 3.988, -2.290], [2.225, 3.617, -0.146], [1.026, 4.536, -0.172], [1.003, -2.280, -2.300], [1.788, -0.433, 4.997], [-5.900, 0.501, 0.691], [-5.765, -0.687, 0.012], [2.534, -2.352, -2.543], [3.110, -0.603, 1.409], [-0.163, 2.447, -0.667], [-4.774, 1.174, 1.189], [-1.292, 4.565, -1.019], [0.670, -1.226, -2.289], [-3.514, -2.736, -0.966], [3.783, -0.649, 4.150], [-2.027, 4.561, -0.208], [0.468, -2.836, -3.072], [-1.162, 4.064, -3.097], [3.082, 4.102, 0.314], [2.051, -5.916, -0.470], [1.462, 2.709, 1.663], [3.698, -3.368, -0.285], [3.031, -1.622, -1.893], [-0.317, -0.269, 5.442], [-0.981, -0.153, 3.047], [-0.975, 5.598, -1.168], [-4.900, 2.085, 1.753], [2.504, 3.315, -1.158], [-1.092, 0.852, -1.507], [2.052, -4.671, 0.796], [-2.632, 1.195, 1.309], [4.147, -4.964, -0.869], [-2.488, 2.029, -2.965], [2.713, -4.488, -2.958], [-6.881, 0.922, 0.847], [-2.777, 4.552, -2.577], [1.187, 5.359, -0.872], [2.672, 1.746, 0.786], [2.111, -0.465, 6.028], [0.706, -4.700, -1.811], [2.705, -2.044, -3.576], [0.840, 4.972, 0.817], [-6.622, -1.228, -0.364], [-3.125, 2.467, -1.371], [4.215, -3.621, -2.751]], "lowdin_charge": [1.210, 0.253, 0.005, 0.160, -0.147, -0.142, 0.121, 0.130, 0.115, 0.046, 0.010, 0.002, -0.160, -0.117, -0.144, -0.162, 0.037, 0.089, -0.025, -0.222, -0.123, -0.121, -0.421, -0.071, -0.050, -0.430, -0.114, -0.107, -0.112, -0.066, 0.051, -0.005, 0.047, -0.144, -0.459, -0.260, -0.052, -0.097, 0.114, 0.123, 0.155, 0.150, 0.149, 0.136, 0.146, 0.139, 0.158, 0.104, 0.111, 0.141, 0.138, 0.144, 0.117, 0.143, 0.129, 0.127, 0.107, 0.127, 0.145, 0.127, 0.132, 0.142, 0.151, 0.121, 0.146, 0.164, 0.132, 0.153, 0.142, 0.130, 0.130]}